# 1
The following is a quantum chemistry calculation of an isolated ion of composition C18H28NO3 and charge +1, from the OMol25 dataset.

Properties
SMILES string ... CC[NH+](CC)CCOC(=O)C1(c2ccccc2)CCOCC1
Charge ... +1
ΔE to the lowest compared entry with this formula, charge and spin ... 3.07 kcal per mole
Kohn-Sham gap ... 9.575 eV

Positions of all 50 atoms, in Å:
C 2.8922 1.6261 1.1230
C 3.6943 0.4052 0.7151
N 2.8244 -0.6882 0.1922
C 3.4582 -2.0021 0.4751
C 2.6164 -3.2216 0.1408
H 3.1171 -4.0984 0.5439
H 2.5103 -3.3733 -0.9295
H 1.6373 -3.1612 0.6102
H 3.6737 -2.0241 1.5453
H 4.4069 -2.0415 -0.0673
C 2.4947 -0.4672 -1.2396
H 3.2626 -0.9412 -1.8544
C 1.1167 -0.9919 -1.6576
H 1.0998 -1.1129 -2.7430
H 0.8937 -1.9531 -1.1889
O 0.0334 -0.1041 -1.4000
C -0.3410 0.1211 -0.1427
O 0.3042 -0.2835 0.8111
C -1.6755 0.8264 -0.0300
C -2.7958 -0.1960 0.0870
C -4.1069 0.2446 0.2310
C -5.1491 -0.6587 0.3311
C -4.8999 -2.0197 0.2886
C -3.6001 -2.4684 0.1441
C -2.5571 -1.5632 0.0427
H -1.5516 -1.9434 -0.0650
H -3.3923 -3.5271 0.1099
H -5.7126 -2.7245 0.3675
H -6.1592 -0.2960 0.4425
H -4.3270 1.3005 0.2650
C -1.8754 1.7237 -1.2634
H -1.9875 1.1159 -2.1598
H -2.7871 2.3034 -1.1310
C -0.6506 2.6521 -1.3800
H -0.0276 2.3862 -2.2355
H -0.9625 3.6985 -1.4858
O 0.1840 2.5216 -0.2442
C -0.5329 2.8086 0.9441
H 0.2105 2.8518 1.7406
H -1.0009 3.7959 0.8517
C -1.5934 1.7222 1.2182
H -1.3135 1.1115 2.0766
H -2.5632 2.1700 1.4214
H 2.5074 0.6081 -1.4330
H 1.8708 -0.6212 0.6782
H 4.4348 0.6523 -0.0492
H 4.2277 0.0294 1.5895
H 3.5701 2.3976 1.4764
H 2.2128 1.3723 1.9330
H 2.3086 2.0378 0.3043

---

# 2
The following is a quantum chemistry calculation of an isolated ion of composition C5H8N4O and charge +2 at a distorted geometry, from the OMol25 dataset.

Properties
<S²> ... 2.025
Charge ... +2
2S+1 ... 3
Kohn-Sham gap (spin up / spin down) ... 5.072 / 8.812 eV

Positions of all 18 atoms, in Å:
C 1.0208 1.1019 -0.3723
C 0.1435 -1.7465 -0.0895
C -1.3092 1.3437 0.4556
C 1.3026 -1.1840 0.6907
C -2.1865 -0.8290 -0.5372
N -0.9606 -1.4175 -0.4130
N 1.7136 0.0531 0.1221
N -0.1320 1.6349 -0.1153
N -2.2062 0.3714 0.3466
O 2.9752 0.0666 -0.3594
H 1.6173 1.6572 -1.1281
H 0.9075 -0.8816 1.5999
H 2.1646 -1.9183 0.6521
H -2.3835 -0.5380 -1.5139
H -2.9871 -1.4858 -0.2483
H -0.0959 2.6387 -0.3049
H -3.0743 0.5068 0.9861
H 3.4903 0.6265 0.2288

---

# 3
The following is a quantum chemistry calculation of a 2-piece molecular cluster, C2H3ClO2S overall at a distorted geometry, from the OMol25 dataset.

Properties
ΔE to the lowest compared entry with this formula, charge and spin ... 52.08 kcal per mole
Kohn-Sham gap ... 8.045 eV

Positions of all 9 atoms, in Å:
C -0.8095 -0.0094 -0.7743
C 1.3886 0.3596 -0.1068
O -1.1421 0.2229 -1.8662
O 0.0865 -0.2523 0.0538
S -2.7659 -0.6508 0.7270
Cl -1.6944 -1.3259 2.3033
H 1.4781 1.0403 0.8928
H 1.3388 0.9753 -0.8936
H 2.1198 -0.3596 -0.3360

---

# 4
The following is a quantum chemistry calculation of C31H26BrN5OPb as an isolated structure, from the OMol25 dataset.

Properties
ΔE to the lowest compared entry with this formula, charge and spin ... 0.00 kcal per mole
Kohn-Sham gap ... 6.997 eV

Positions of all 65 atoms, in Å:
Pb 0.4026 0.7963 -0.1722
C 0.6228 3.3129 0.8040
C 1.3684 2.6693 1.8124
C 2.6066 2.2812 1.2591
C 2.6319 2.6817 -0.0826
C 1.3990 3.3094 -0.3787
H -0.3581 3.7550 0.9022
H 1.0677 2.5316 2.8405
H 3.4044 1.7782 1.7862
H 3.4666 2.5717 -0.7605
H 1.1378 3.7885 -1.3113
C -1.8764 -1.7282 -3.7725
C -0.9164 -0.9044 -2.9694
N -1.2448 -0.2308 -1.9281
N -2.5375 -0.2726 -1.5187
C -2.7549 0.5511 -0.5029
O -1.9161 1.3412 0.0285
C -4.1438 0.5272 0.0535
C -4.5165 1.4947 0.9793
C -5.7807 1.4727 1.5481
C -6.6828 0.4802 1.1923
C -6.3202 -0.4833 0.2596
C -5.0575 -0.4598 -0.3103
C 0.5087 -0.8410 -3.3800
C 0.9912 -1.6276 -4.4255
C 2.3304 -1.5512 -4.7712
C 3.1638 -0.6974 -4.0678
C 2.6052 0.0464 -3.0379
N 1.3230 -0.0156 -2.7074
H -2.8713 -1.6171 -3.3541
H -1.8879 -1.4104 -4.8170
H -1.5951 -2.7840 -3.7455
H -3.7982 2.2576 1.2423
H -6.0624 2.2252 2.2733
H -7.6685 0.4587 1.6400
H -7.0252 -1.2564 -0.0193
H -4.7552 -1.2049 -1.0326
H 0.3250 -2.2912 -4.9570
H 2.7174 -2.1550 -5.5820
H 4.2134 -0.6050 -4.3083
H 3.2111 0.7251 -2.4459
Br -4.8440 1.1117 5.8312
C -3.4979 0.4655 4.6656
C -3.3979 -0.8927 4.4259
C -2.4163 -1.3502 3.5601
C -1.5538 -0.4546 2.9315
C -1.6883 0.9086 3.1628
C -2.6466 1.3681 4.0472
N -0.5968 -0.9244 2.0042
C 0.1301 -1.9095 2.3209
C 1.0513 -2.5761 1.3784
C 1.7396 -3.7015 1.8137
C 2.5453 -4.3872 0.9174
C 2.6262 -3.9237 -0.3825
C 1.9073 -2.7834 -0.7244
N 1.1415 -2.1152 0.1266
H -4.0814 -1.5854 4.8963
H -2.3413 -2.4040 3.3250
H -1.0366 1.5980 2.6416
H -2.7514 2.4274 4.2375
H 0.0907 -2.3362 3.3284
H 1.6375 -4.0359 2.8378
H 3.0912 -5.2674 1.2298
H 3.2321 -4.4273 -1.1226
H 1.9545 -2.3889 -1.7336

---

# 5
The following is a quantum chemistry calculation of one molecule with the formula N2 at a distorted geometry, from the OMol25 dataset.

Properties
SMILES string ... N#N
ΔE to the lowest compared entry with this formula, charge and spin ... 138.79 kcal per mole
Kohn-Sham gap ... 11.162 eV

Positions of all 2 atoms, in Å:
N 0.0000 0.0000 0.7562
N 0.0000 0.0000 -0.7562

---

# 6
The following is a quantum chemistry calculation of one molecule with the formula C5H7NO at a distorted geometry, from the OMol25 dataset.

Properties
SMILES string ... CNc1ccoc1
ΔE to the lowest compared entry with this formula, charge and spin ... 60.77 kcal per mole
Kohn-Sham gap ... 9.340 eV

Positions of all 14 atoms, in Å:
C 1.8103 -0.1721 -1.7239
C 0.2335 -0.1893 0.0583
C -0.2745 -0.5561 1.3021
C -1.4120 0.1756 1.4514
C -0.7101 0.5530 -0.4987
H 2.6860 -0.7397 -2.2650
H 2.3182 0.8598 -1.6113
H 0.7039 -0.1010 -2.2517
H 2.2498 -0.2935 0.2368
H 0.3432 -1.1606 2.0596
H -2.1060 0.1698 2.2976
H -0.5524 1.1741 -1.4245
N 1.4852 -0.7145 -0.3907
O -1.7404 0.7782 0.2699

---

# 7
The following is a quantum chemistry calculation of C56H49CdN7O8P as an isolated structure, from the OMol25 dataset.

Properties
Charge ... -1
ΔE to the lowest compared entry with this formula, charge and spin ... 0.00 kcal per mole
Kohn-Sham gap ... 7.910 eV

Positions of all 122 atoms, in Å:
Cd 0.3421 -0.2210 0.5849
O 1.4919 2.9010 3.2904
C 1.2901 1.8973 2.6071
O 0.4399 1.7754 1.6656
C 2.1092 0.6450 2.9282
C 3.2821 0.6609 3.6669
C 3.9592 -0.5379 3.8387
C 3.4484 -1.7137 3.3055
C 2.2646 -1.6486 2.5858
N 1.6409 -0.4886 2.4273
C 1.5919 -2.8719 1.9388
O 2.0272 -3.9809 2.2754
O 0.6451 -2.6157 1.1445
H 3.6405 1.5988 4.0652
H 4.8955 -0.5562 4.3841
H 3.9403 -2.6682 3.4190
O -2.4523 0.6292 -2.1665
H -2.3180 0.1347 -1.3455
H -1.5439 0.8297 -2.4455
N 2.6354 3.3250 -5.6720
C 1.8739 2.6297 -4.7557
C 1.4250 1.3353 -5.0185
C 0.6720 0.6813 -4.0612
N 0.3535 1.2079 -2.8799
C 0.8104 2.4317 -2.6232
C 1.5595 3.1787 -3.5126
H 2.6219 3.0060 -6.6241
H 2.6995 4.3207 -5.5571
H 1.6611 0.8465 -5.9558
H 0.3193 -0.3293 -4.2365
H 0.5653 2.8355 -1.6475
H 1.8957 4.1720 -3.2412
C -3.6899 5.1987 4.9329
C -4.7516 4.7069 4.1826
C -4.5351 3.7144 3.2403
C -3.2580 3.1943 3.0442
C -2.1990 3.6850 3.8044
C -2.4151 4.6893 4.7400
P -2.8108 1.9555 1.7574
C -4.3519 0.9838 1.5740
C -4.9464 0.5105 2.7480
C -5.9705 -0.4212 2.7082
C -6.4138 -0.9161 1.4883
C -5.8205 -0.4693 0.3172
C -4.7990 0.4708 0.3577
C -2.7946 3.1421 0.3501
C -3.8861 3.4914 -0.4371
C -3.7614 4.4482 -1.4332
C -2.5451 5.0817 -1.6444
C -1.4573 4.7543 -0.8482
C -1.5756 3.7853 0.1371
H -3.8588 5.9800 5.6642
H -5.7491 5.1044 4.3269
H -5.3644 3.3402 2.6508
H -1.1966 3.2966 3.6515
H -1.5809 5.0673 5.3171
H -4.5956 0.8736 3.7080
H -6.4136 -0.7719 3.6325
H -7.2092 -1.6507 1.4531
H -6.1395 -0.8615 -0.6406
H -4.3243 0.7674 -0.5684
H -4.8505 3.0275 -0.2742
H -4.6194 4.6978 -2.0449
H -2.4466 5.8240 -2.4273
H -0.5036 5.2469 -0.9981
H -0.7167 3.5087 0.7391
C -1.7518 -5.0997 1.6221
N -2.4046 -3.8034 1.8001
N -2.3162 -2.9566 0.7036
C -2.0405 -1.6936 1.1156
O -1.8395 -0.7281 0.3343
C -1.9923 -1.7308 2.5411
C -2.1344 -3.0316 2.9015
C -1.9175 -3.6681 4.2283
C -2.8197 -3.3428 -0.5664
C -4.0525 -3.9796 -0.6435
C -4.5523 -4.3278 -1.8876
C -3.8343 -4.0187 -3.0363
C -2.6087 -3.3776 -2.9381
C -2.0817 -3.0436 -1.6987
H -2.0603 -5.5121 0.6645
H -2.0876 -5.7671 2.4126
H -0.6642 -4.9887 1.6413
H -1.7861 -0.8839 3.1723
H -2.0970 -2.9400 5.0168
H -0.8817 -4.0067 4.3064
H -2.5748 -4.5229 4.3821
H -4.6081 -4.1816 0.2634
H -5.5110 -4.8257 -1.9607
H -4.2351 -4.2763 -4.0085
H -2.0434 -3.1363 -3.8284
H -1.1094 -2.5758 -1.6190
O 0.8645 -2.1870 -2.4320
C 1.8288 -1.6452 -1.9190
N 3.1376 -1.9675 -2.2065
C 4.0566 -0.9975 -1.6496
C 3.0635 -0.1759 -0.7833
O 3.4103 0.7106 -0.0196
N 1.8106 -0.6167 -1.0013
C 5.0818 -1.6236 -0.7145
C 6.2789 -0.9788 -0.4301
C 7.1652 -1.5211 0.4883
C 6.8624 -2.7116 1.1339
C 5.6626 -3.3532 0.8611
C 4.7753 -2.8109 -0.0561
C 4.6894 -0.1476 -2.7468
C 5.3418 -0.7943 -3.7947
C 5.9110 -0.0757 -4.8320
C 5.8433 1.3118 -4.8314
C 5.2109 1.9622 -3.7860
C 4.6391 1.2405 -2.7453
H 3.3352 -2.5153 -3.0249
H 6.5153 -0.0433 -0.9213
H 8.0941 -1.0072 0.7033
H 7.5539 -3.1315 1.8539
H 5.3994 -4.2710 1.3715
H 3.8292 -3.3018 -0.2434
H 5.4176 -1.8762 -3.7948
H 6.4095 -0.5974 -5.6393
H 6.2812 1.8796 -5.6428
H 5.1498 3.0427 -3.7788
H 4.1494 1.7558 -1.9310

---

# 8
The following is a quantum chemistry calculation of one molecule with the formula C5H10O, from the OMol25 dataset.

Properties
ΔE to the lowest compared entry with this formula, charge and spin ... 133.89 kcal per mole
Kohn-Sham gap ... 9.061 eV

Positions of all 16 atoms, in Å:
C 2.4856 -0.5775 -0.2435
O 1.1298 -0.5893 -0.6042
C 0.3210 0.0148 0.4413
C -1.2212 1.0559 0.7622
C -2.3680 0.3540 0.1600
C -1.1476 -0.1913 -0.5259
H 2.6760 -1.1773 0.6608
H 3.0448 -1.0054 -1.0786
H 2.8472 0.4469 -0.0578
H 0.2718 -0.6682 1.2939
H 0.8723 0.9146 0.7240
H -0.9910 1.9409 0.1474
H -3.0249 0.9178 -0.5019
H -2.9050 -0.3532 0.7936
H -1.0447 -1.2697 -0.4494
H -0.9461 0.1869 -1.5219

---

# 9
The following is a quantum chemistry calculation of C18H49BF2GeN5O4OsP as an isolated structure, from the OMol25 dataset.

Properties
<S²> ... 8.773
Charge ... +3
2S+1 ... 6
ΔE to the lowest compared entry with this formula, charge and spin ... 54.74 kcal per mole
Kohn-Sham gap (spin up / spin down) ... 9.708 / 6.820 eV

Positions of all 82 atoms, in Å:
Os 0.8367 -1.0289 0.3475
C 2.6358 -3.8244 -0.2137
C 2.6349 -3.7321 1.3027
C 4.0458 -3.7276 1.8642
C 1.7700 -4.8014 1.9426
O 2.0063 -2.4277 1.6521
Ge 2.7123 -1.0312 2.6691
O 0.9620 -0.3262 2.4015
C 0.2830 0.7229 3.1969
C -1.1859 0.3405 3.2333
C 0.9032 0.7206 4.5830
C 0.5037 2.0361 2.4684
O 2.4813 -0.1853 0.1869
C 3.3852 0.7282 -0.5891
C 3.7909 -0.0227 -1.8410
C 4.5618 0.9725 0.3361
C 2.5947 1.9940 -0.8613
H 2.8637 -4.8404 -0.5347
H 1.6459 -3.5875 -0.6230
H 3.3679 -3.1544 -0.6642
H 4.5604 -4.6455 1.5806
H 4.6285 -2.8935 1.4645
H 4.0470 -3.6853 2.9562
H 2.2352 -5.7784 1.8148
H 1.6476 -4.6257 3.0111
H 0.7839 -4.8538 1.4741
H -1.3208 -0.6686 3.6252
H -1.7309 1.0204 3.8875
H -1.6284 0.4264 2.2364
H 0.8069 -0.2567 5.0624
H 1.9566 1.0114 4.5561
H 0.3930 1.4436 5.2189
H 0.1294 1.9672 1.4435
H -0.0257 2.8432 2.9755
H 1.5623 2.2976 2.4418
H 4.3297 -0.9370 -1.5972
H 2.9338 -0.2639 -2.4696
H 4.4541 0.6096 -2.4324
H 5.0720 0.0412 0.5870
H 5.2848 1.6149 -0.1664
H 4.2533 1.4817 1.2510
H 1.7173 1.7888 -1.4740
H 2.2857 2.4654 0.0715
H 3.2281 2.6988 -1.4003
N -1.5982 -2.9311 -0.2185
N -0.9142 -2.1975 0.8135
H -2.2699 -3.5560 0.2201
H -0.9184 -3.5018 -0.7105
H -0.6286 -2.7997 1.5924
H -1.5855 -1.5228 1.1813
F 0.3447 0.1078 -2.4946
B 0.4279 -0.9836 -1.7584
F 0.2464 -2.1510 -2.3515
C -0.9808 3.0493 -3.0060
N -1.6487 2.7205 -1.7407
C -1.4981 3.7317 -0.6858
P -2.3795 1.3302 -1.3724
O -1.7419 0.4120 -0.3919
N -2.8996 0.6119 -2.7564
C -3.5841 1.3235 -3.8386
C -3.0514 -0.8447 -2.8297
N -3.9227 1.7664 -0.7071
C -4.6841 2.8973 -1.1993
C -4.6425 0.8659 0.1703
H 0.0238 3.4079 -2.7804
H -1.5203 3.8336 -3.5387
H -0.8909 2.1676 -3.6354
H -0.4387 3.9413 -0.5345
H -1.9142 3.3728 0.2565
H -2.0056 4.6563 -0.9650
H -4.6544 1.1040 -3.8051
H -3.1903 0.9685 -4.7915
H -3.4262 2.3965 -3.7715
H -2.6300 -1.3192 -1.9494
H -2.5331 -1.1988 -3.7224
H -4.1090 -1.1002 -2.9201
H -4.0555 3.5668 -1.7787
H -5.1053 3.4295 -0.3421
H -5.5235 2.5394 -1.8047
H -4.0362 -0.0065 0.3908
H -5.5900 0.5796 -0.2934
H -4.8742 1.4060 1.0940

---

# 10
The following is a quantum chemistry calculation of a 3-piece molecular cluster, C4H14N2O3 overall at a distorted geometry, from the OMol25 dataset.

Properties
SMILES string ... C[C@@H](CN)NC=O.O.O
ΔE to the lowest compared entry with this formula, charge and spin ... 25.32 kcal per mole
Kohn-Sham gap ... 10.058 eV

Positions of all 23 atoms, in Å:
C -0.4056 -2.0625 -1.0487
N 0.0676 -0.7942 -0.9936
C -1.9403 0.6764 -1.5580
C -0.7070 0.4154 -0.6736
C -1.1987 0.3150 0.7614
N -0.3671 0.9713 1.8165
O -1.5667 -2.4030 -1.1839
H 0.2891 -2.9268 -1.0722
H 1.0818 -0.6783 -0.9993
H -2.2880 1.6901 -1.7247
H -2.7973 0.0824 -1.2506
H -1.6283 0.2406 -2.5190
H -0.0262 1.2931 -0.7888
H -2.1886 0.7709 0.7724
H -1.2513 -0.7371 1.1047
H -0.4101 0.4083 2.6595
H -0.8333 1.8175 2.1474
H 3.6152 -0.1364 -0.2108
H 2.6004 -1.1771 0.3475
O 2.9722 -0.7964 -0.4594
H 1.6652 0.7937 1.2586
H 2.6964 1.3974 2.1974
O 2.6206 0.8398 1.4172

---

# 11
The following is a quantum chemistry calculation of one molecule with the formula C6H9N, from the OMol25 dataset.

Properties
ΔE to the lowest compared entry with this formula, charge and spin ... 102.54 kcal per mole
Kohn-Sham gap ... 8.508 eV

Positions of all 16 atoms, in Å:
C 1.6040 0.3189 0.0617
C 0.9373 -0.2379 1.2651
C -0.5241 -0.1788 1.1311
C -0.6364 -1.2314 -0.0490
C -0.5220 -0.0107 -0.9995
C -1.1112 0.8485 0.1299
N 0.8565 0.4022 -1.2084
H 2.5940 -0.1197 -0.1059
H 1.8208 1.3337 0.4668
H 1.2956 -0.2153 -1.8844
H -1.0786 -0.3851 2.0495
H 0.1204 -2.0216 -0.1224
H -1.6303 -1.6855 -0.0288
H -1.0444 -0.0533 -1.9580
H -0.7641 1.8842 0.1944
H -2.2054 0.8220 0.1378

---

no.,calculated total energy (Ha)
1,-982.9491
2,-488.6210
3,-1086.7677
4,-4312.7914
5,-109.3314
6,-324.6276
7,-3657.9842
8,-271.5392
9,-4022.6584
10,-496.0302
11,-288.6186